(1)
27
Properties=species:S:1:pos:R:3:forces:R:3 method="wB97M-V/def2-TZVPD" total_charge=0 gap_ev=8.706 de_lowest_ev=2.461 lumo_ha=0.0358
O -0.25569 -1.58510 -0.77381 1.656 0.657 1.667
C 1.31646 -0.21613 0.33546 -2.779 -0.599 -0.871
C 0.22546 2.95374 -0.35703 -1.265 2.901 -2.260
C 1.87044 -2.67619 0.00440 1.164 1.216 -1.118
C 2.51818 0.34618 1.09917 -2.007 -2.462 2.564
C -0.20435 1.92641 0.59971 1.310 -2.546 0.390
C -2.28503 -0.10446 -0.83237 1.175 -2.931 -0.021
C -3.12822 -1.38457 -0.60989 1.322 -0.590 1.963
C -0.81906 -0.38026 -0.49523 -1.360 2.268 0.053
C 1.00091 -1.47550 -0.17197 2.483 1.311 0.799
C 0.03254 0.49449 0.10053 1.120 0.102 1.002
H 1.28075 3.04974 -0.61559 0.142 -0.238 0.601
H 3.22521 0.78012 0.51307 2.164 0.949 -1.986
H 2.97124 -0.44445 1.75578 -0.083 0.369 -0.986
H -1.24360 2.05971 0.78520 -0.858 0.130 0.458
H 1.75063 -3.27686 -0.85479 -0.200 -1.268 -0.767
H -2.36338 0.02015 -1.88413 -0.146 1.239 -0.987
H -0.25947 2.89489 -1.44212 0.487 0.058 2.427
H -2.85210 -1.76359 0.42747 -0.816 0.200 -1.192
H 2.31402 1.09814 1.87640 -0.775 -0.029 -0.491
H -0.13344 3.89696 0.19522 0.794 -0.650 -1.517
H 1.59944 -3.15758 0.89078 -0.506 -1.226 1.284
H -3.12291 -2.23704 -1.29666 1.052 0.366 -0.194
H -2.68647 0.68088 -0.19609 0.164 0.183 -0.398
H 0.38887 2.09559 1.55109 -0.911 -0.379 -0.843
H 2.98792 -2.49633 0.07248 -1.404 0.432 -0.087
H -4.12833 -1.09893 -0.67705 -1.922 0.537 0.507

(2)
12
Properties=species:S:1:pos:R:3:forces:R:3 method="wB97M-V/def2-TZVPD" total_charge=0 gap_ev="7.994 / 7.991" de_lowest_ev=3.943 lumo_ha="-0.0171 / -0.0172"
O -1.84426 0.67829 -0.08420 0.024 0.065 0.243
O 1.60457 1.07933 0.31464 -0.117 -0.192 0.146
C 0.13880 -0.71062 0.63802 0.103 -0.026 0.231
C -0.85739 -0.26527 -0.41685 0.242 -0.085 -0.360
C 0.17221 0.20007 -1.30110 -0.031 0.055 -0.055
C 1.15301 0.17112 1.03682 0.019 0.033 -0.102
H 1.54486 0.07080 2.06517 -0.079 -0.036 -0.115
H 0.02834 -1.70209 1.06991 0.006 0.199 -0.045
H 0.33269 1.25530 -1.47564 -0.048 -0.130 0.010
H 0.73915 -0.51266 -1.89034 -0.123 0.052 0.091
H -1.69704 0.92535 0.83746 -0.084 -0.023 -0.119
H -1.31494 -1.18964 -0.79390 0.086 0.088 0.076

(3)
174
Properties=species:S:1:pos:R:3:forces:R:3 method="wB97M-V/def2-TZVPD" total_charge=0 gap_ev="7.371 / 6.977" spin_multiplicity=4 lumo_ha="-0.0448 / -0.0593"
Co 10.79490 -8.25995 29.56815 1.229 -0.638 1.011
Cl 17.94651 -4.85145 26.88299 0.405 -0.144 0.093
Cl 16.19973 -2.56219 26.93458 -0.426 0.508 -0.447
S 10.64669 -7.96642 26.30171 -8.492 0.676 -6.083
S 12.80406 -8.00386 26.89605 6.511 -1.497 4.510
S 8.10762 -6.28215 30.03528 -0.382 1.287 -3.900
S 8.98620 -7.35068 32.01746 2.478 -3.330 6.406
F 8.94672 -5.99886 28.74602 -0.085 -0.416 -1.002
F 9.21411 -8.13376 26.93611 -1.238 -0.219 -0.040
F 4.65172 -11.57241 26.08380 1.640 -0.573 -0.538
F 10.09869 -8.57801 32.29211 -1.055 0.494 0.510
F 16.63701 -6.89298 28.99761 0.159 -0.863 -0.282
F 15.04093 -11.26319 23.38964 -0.291 0.897 -0.545
F 13.64741 -7.93628 28.25857 -0.670 0.400 1.245
F 9.09629 -2.89713 23.47267 -0.345 -0.234 0.062
F 8.07250 -6.97962 24.86111 -0.474 -0.251 -0.582
O 11.82393 -6.34688 29.75078 0.146 2.145 0.546
O 7.72451 -7.88488 32.52551 1.955 1.458 -1.367
O 8.12033 -4.95806 30.58802 0.003 -1.514 1.119
O 10.61982 -10.32768 29.68610 -0.922 -1.567 -1.844
O 10.37943 -9.68859 21.81099 -1.032 -0.574 -0.175
O 11.31464 -15.15403 21.34095 -2.200 2.867 3.449
O 10.64396 -6.62820 25.74240 0.491 -1.465 0.705
O 13.91415 -10.37012 30.70383 -0.669 1.039 0.268
O 10.69193 -11.99149 28.04663 -2.051 1.854 1.887
O 13.95066 -2.92632 24.63112 2.622 1.971 -2.675
O 8.42280 -8.46141 21.33776 3.768 -0.880 0.952
O 9.51645 -14.52072 22.69175 -0.430 -0.708 -1.456
O 15.23468 -1.83755 23.18030 -1.986 -1.173 1.290
O 11.36677 -13.50810 22.98716 0.507 -0.289 0.428
O 6.85053 -6.85480 29.63665 1.505 -0.020 0.690
O 10.70044 -9.06969 25.34061 0.883 1.565 1.956
O 12.38718 -8.74444 30.94449 2.591 -0.288 1.145
O 15.63192 -4.06474 23.46991 -0.913 0.304 0.531
O 9.65326 -6.24601 32.66775 -1.252 -0.767 -0.699
O 13.31813 -9.26995 26.50067 -1.426 -0.477 -1.165
O 11.17995 -4.17700 30.19704 -0.013 -1.571 -0.364
O 14.14498 -9.04874 32.50227 -1.997 -0.648 -1.847
O 13.31746 -6.83048 26.30565 -1.345 0.843 -0.978
O 13.23991 -4.78501 30.65982 -1.286 -0.978 -0.793
O 10.51185 -7.60813 21.66951 0.926 1.127 0.463
O 8.76717 -11.33450 28.76472 1.464 -0.233 0.666
N 11.26055 -8.07674 27.67527 5.444 -0.140 -0.852
N 9.28270 -7.49693 30.51522 -4.122 3.097 -1.371
C 12.37096 -12.50761 26.53726 0.037 0.374 0.236
C 11.38802 -3.03463 31.08070 0.565 1.117 -0.309
C 7.13983 -1.30096 25.98138 -0.913 -0.185 2.316
C 17.28728 -10.34667 27.85938 -2.915 0.761 0.535
C 14.68093 -7.25939 22.80608 -0.673 1.331 -2.322
C 8.59342 -12.60373 25.06894 -0.991 1.030 0.524
C 7.63769 -1.58779 24.76183 1.028 0.115 -0.984
C 19.35982 -9.26619 28.30385 -1.058 2.345 -0.439
C 13.46995 -6.91307 33.36813 -0.313 0.455 -0.537
C 15.37014 -7.65726 23.91147 -0.684 -1.193 0.061
C 8.14222 -11.25979 25.00023 0.078 -1.756 0.100
C 13.28034 -4.05619 25.09272 -0.260 -0.145 -0.381
C 6.02003 -7.36490 23.64171 1.796 0.096 -1.435
C 8.39365 -2.73389 24.62059 0.742 -2.047 1.640
C 9.74441 -10.93408 21.50076 -0.748 -0.335 -0.291
C 12.81571 -13.51892 23.04344 -0.037 0.492 -1.155
C 10.07850 -11.15389 28.89212 -0.241 0.239 0.096
C 14.92015 -9.91049 23.12273 -0.309 1.268 0.954
C 7.88500 -10.84399 29.79331 -0.974 0.549 -0.481
C 10.76725 -14.43210 22.24338 2.076 -2.848 -2.453
C 14.83503 -11.27070 31.30560 1.317 -1.205 0.285
C 11.24488 -5.29761 22.11245 0.132 -0.971 1.137
C 10.09330 -6.24338 21.70139 0.413 1.496 -0.467
C 7.33272 -2.16929 27.07942 -0.997 0.966 -0.039
C 8.68157 -15.55652 22.07748 -0.915 -0.627 0.416
C 13.40402 -8.39885 33.54271 -0.124 1.136 1.096
C 14.24816 -9.43239 21.95785 1.006 -1.584 1.085
C 17.27072 -8.05577 28.63094 -0.901 -1.458 -1.085
C 4.65140 -7.28827 26.00723 1.463 -0.222 -0.018
C 12.03489 -5.21002 30.17510 0.626 0.975 0.329
C 14.38056 -5.54745 30.31254 1.958 0.556 0.076
C 6.84534 -10.92334 25.41280 0.251 0.924 -0.648
C 18.63613 -10.34610 27.89279 1.910 -0.989 -0.443
C 18.63242 -8.05677 28.55080 1.452 -0.541 0.746
C 5.96294 -11.89681 25.72696 -0.532 -1.994 0.545
C 3.99170 -7.48948 24.80699 -1.503 -0.421 2.263
C 16.47057 -1.59746 22.61459 1.883 0.404 -0.518
C 15.40733 -9.04303 24.13890 0.085 -0.588 -1.389
C 7.33972 -15.50827 22.80356 0.761 -0.160 0.679
C 4.67525 -7.56642 23.64578 -0.494 -0.078 -0.608
C 12.02985 -3.49070 25.77240 0.150 -1.039 0.478
C 16.45327 -4.18112 27.50419 -0.419 -0.675 0.950
C 6.05446 -7.23555 25.98108 -0.507 0.637 1.625
C 8.01066 -3.33763 26.98348 0.708 -0.111 -2.649
C 12.26569 -1.81667 30.44502 -0.814 -2.057 0.736
C 6.74213 -7.23480 24.82084 -0.480 0.355 -1.328
C 9.65297 -8.58767 21.59890 -3.255 0.558 -0.921
C 8.54531 -3.68333 25.67594 -0.448 1.368 1.565
C 12.08488 -12.06311 28.00773 1.664 -1.233 -2.080
C 14.98897 -3.07980 23.73484 -0.157 1.247 0.439
C 7.70357 -13.61189 25.55391 0.975 1.503 -1.588
C 16.54163 -9.21842 28.22629 0.988 1.389 0.862
C 6.39259 -13.26249 25.72335 -1.527 0.952 1.253
C 14.17562 -8.07628 21.77414 0.398 0.164 1.575
C 13.41837 -9.28740 31.34741 -0.148 -1.353 0.540
H 10.07991 -11.69916 22.20092 0.231 0.291 -0.180
H 9.10468 -16.53916 22.28606 0.456 0.164 -0.059
H 8.50969 -15.53697 21.00130 0.701 0.893 -0.064
H 9.93368 -11.19754 20.46016 0.542 -0.112 0.043
H 19.18602 -11.17669 27.47550 -0.039 -0.400 0.316
H 11.71656 -3.44220 32.03675 0.833 0.270 -0.180
H 6.65101 -7.04979 26.86200 -0.211 -0.094 0.409
H 10.81037 -4.42712 22.60394 -0.023 0.230 -0.463
H 16.42573 -0.98486 21.71414 -0.709 -0.336 -0.250
H 13.25305 -2.17137 30.14937 -0.003 -0.103 0.235
H 13.11593 -12.65837 23.64127 -0.203 -0.297 0.065
H 8.65559 -10.89579 21.53405 -0.011 0.442 0.445
H 4.10270 -7.76431 22.75167 0.320 0.122 -0.308
H 4.20350 -7.18939 26.98499 -0.451 -0.126 -0.164
H 12.63962 -11.17225 28.30224 -0.462 0.205 -0.079
H 11.82133 -1.39767 29.54221 -0.372 -0.088 0.231
H 15.82525 -9.46702 25.04000 0.136 -0.105 -0.022
H 8.13826 -3.87903 27.90921 0.245 -0.605 -0.430
H 14.69199 -11.61456 32.33001 -0.766 0.892 0.236
H 9.13238 -4.58805 25.73277 0.209 -0.035 -1.115
H 9.78403 -5.92449 20.70601 -0.387 -0.357 -0.058
H 7.97620 -14.65673 25.57368 0.183 0.061 0.152
H 13.03922 -6.45256 34.25724 0.229 0.281 -0.069
H 6.56933 -0.40529 26.17808 -0.005 0.166 -0.251
H 13.24297 -14.45854 23.39369 -0.419 -0.007 0.243
H 14.80577 -12.22393 30.77778 -0.376 0.334 -0.634
H 14.50006 -6.21488 22.59948 0.434 0.347 0.354
H 13.17578 -13.36518 22.02618 0.147 0.000 0.047
H 11.48596 -4.33246 26.20102 -0.221 0.057 -0.075
H 6.49527 -9.90247 25.37160 0.051 0.177 0.038
H 12.37881 -1.04961 31.21113 -0.093 -0.018 -0.064
H 14.61622 -6.38349 30.97103 -0.665 -0.246 -0.287
H 15.20709 -4.85844 30.48638 0.031 0.185 0.294
H 7.62173 -0.87329 23.95211 -0.210 -0.052 -0.150
H 6.45709 -7.28906 22.65702 0.686 -0.175 0.100
H 15.87771 -10.95766 31.25147 -0.160 0.563 -0.185
H 9.28495 -6.05300 22.40738 -0.111 -0.572 -0.049
H 9.59500 -12.80575 24.71904 0.017 -0.271 0.144
H 20.43855 -9.27550 28.25244 0.003 0.148 0.120
H 14.48227 -6.57713 33.14349 0.148 0.006 0.598
H 15.46304 -9.16416 28.23698 0.018 -0.330 -0.081
H 16.41457 -4.09976 28.59046 0.717 -0.191 -0.063
H 12.02026 -5.02319 21.39719 -0.490 -0.032 -0.475
H 8.76848 -10.49928 24.55771 0.173 0.089 0.219
H 16.71264 -11.23145 27.62842 0.142 -0.136 -0.381
H 14.02758 -4.63238 25.63836 -0.642 -0.199 0.653
H 13.41987 -12.78798 26.44087 -0.031 -0.041 -0.102
H 12.21686 -2.79155 26.58746 0.504 -0.045 0.004
H 5.69390 -14.04041 25.99361 -0.292 0.054 0.020
H 11.80324 -5.76544 22.92330 -0.033 -0.314 0.136
H 2.92964 -7.68329 24.83659 -0.188 0.225 -0.114
H 6.93036 -11.29110 29.51605 0.062 0.105 0.062
H 15.76976 -6.88590 24.55312 0.048 -0.274 0.358
H 10.38042 -2.71931 31.35161 -0.094 0.201 -0.683
H 6.97661 -14.48840 22.93057 -0.142 -0.134 -0.186
H 12.89600 -6.59418 32.49809 -0.317 -0.088 0.143
H 11.72442 -13.32393 26.21521 0.134 -0.474 0.619
H 13.82457 -10.14719 21.26790 0.076 -0.066 -0.129
H 6.58950 -16.17951 22.38560 0.100 0.228 -0.374
H 8.09590 -11.11947 30.82662 0.671 -0.161 -0.267
H 13.84472 -8.63774 34.51062 0.593 -0.425 -0.342
H 12.36322 -8.69340 33.67719 -0.041 -0.470 -0.850
H 13.73997 -7.61360 20.90091 -0.208 -0.159 0.047
H 17.02503 -2.51067 22.39841 -0.087 0.014 0.047
H 7.56527 -15.91955 23.78748 -0.369 0.226 0.265
H 11.38406 -2.95442 25.07708 0.148 -0.252 -0.250
H 19.12383 -7.11266 28.73401 0.280 -0.027 0.155
H 12.39824 -12.89773 28.63487 -0.044 0.083 0.330
H 17.05413 -0.95163 23.27068 0.139 -0.267 0.453
H 15.67630 -4.91012 27.27399 -0.198 0.484 -0.593
H 14.52785 -5.76700 29.25509 -0.955 -0.417 0.073
H 13.04433 -4.63134 24.19740 -0.412 -0.421 0.290
H 6.88167 -1.99046 28.04430 -0.078 0.631 0.027
H 12.12238 -11.77923 25.76541 0.279 0.693 0.432
H 7.78607 -9.76234 29.70184 0.083 -0.004 0.124

Number 1: strongest force on any atom 4.08 eV/Å. Number 2: strongest force on any atom 0.44 eV/Å. Number 3: strongest force on any atom 10.47 eV/Å.